Entry 1:
Entry from OMol25: a 2-piece molecular cluster, CH7N3O2 overall at a distorted geometry (wB97M-V/def2-TZVPD).

Structure (XYZ):
```
13
Properties=species:S:1:pos:R:3:forces:R:3
C 1.0132 0.1461 0.5888 -1.0 1.7 -1.0
N -0.5476 -1.2168 -0.3847 1.1 1.1 0.4
N -1.2596 0.7464 -0.6168 -2.1 -1.0 -0.1
N 1.9721 0.0441 -0.4502 0.4 -0.2 0.0
O 0.1634 -0.9751 0.7681 -0.8 -1.2 0.0
O -2.2533 0.8257 0.3852 0.5 0.2 -0.7
H -1.9652 1.5461 0.9658 0.1 -0.2 -0.1
H -1.2869 -1.8407 -0.0451 -0.2 0.3 0.1
H -1.7435 0.2795 -1.3894 -0.2 0.3 0.2
H 1.5305 -0.1614 -1.3390 0.0 0.1 0.1
H 2.6753 -0.6611 -0.2647 0.0 0.0 0.0
H 1.4679 0.3201 1.5634 0.0 0.0 -0.1
H 0.2337 0.9472 0.2186 2.1 -1.1 1.3
```
Positions in Å, forces in eV/Å.

- HOMO energy (alpha / beta) (eV) = -8.75 / -8.77
- lowest unoccupied orbital energy (alpha / beta) (eV) = 0.43 / 0.44
- relative energy (zero: lowest compared OMol25 entry of this formula, charge and spin) (eV) = 5.704
- net charge = 0
- F_max (eV Å⁻¹) = 2.7



Entry 2:
Entry from OMol25: C5H5NO3 as an isolated structure at a distorted geometry (wB97M-V/def2-TZVPD).

Structure (XYZ):
```
14
Properties=species:S:1:pos:R:3:forces:R:3
C 1.6478 -0.6158 -0.0085 0.7 -0.7 0.0
C 0.7921 1.6019 0.1490 0.9 0.9 -1.5
C -0.2500 0.6319 0.4822 -0.4 -0.9 2.1
C -1.2094 -1.0857 -0.0641 -0.6 -1.2 -0.6
C 0.1820 -0.5396 -0.3308 0.5 -0.6 1.6
H -0.0472 0.3609 1.5588 -0.5 0.3 -0.7
H -1.9215 0.7167 -0.7139 -0.2 0.4 -0.4
H -1.2257 -1.5508 0.9156 -0.3 -0.6 -0.1
H -1.6849 -1.7154 -0.9038 0.5 1.1 1.5
H 0.1980 -0.1522 -1.2766 -0.1 0.7 -3.0
N -1.7096 0.3315 0.1915 0.9 -0.1 0.0
O 2.4344 -1.5054 0.1473 -0.8 1.3 -0.1
O 1.9956 0.7712 0.0026 -0.8 -0.1 0.7
O 0.7984 2.7508 -0.1492 0.2 -0.6 0.5
```
Positions in Å, forces in eV/Å.

- HOMO energy (eV) = -10.44
- lowest unoccupied orbital energy (eV) = 0.51
- relative energy (zero: lowest compared OMol25 entry of this formula, charge and spin) (eV) = 1.804
- net charge = 0
- F_max (eV Å⁻¹) = 3.1